{
  "formula": "C4H8N2O",
  "method": "the ωB97M-V functional and the def2-TZVPD basis",
  "gap_ha": 0.388,
  "smiles": "NC(=O)CN1CC1",
  "total_energy_ha": -341.9393,
  "relative_energy_ev": 1.7496,
  "charge": 0,
  "species": ["O", "N", "N", "C", "C", "C", "C", "H", "H", "H", "H", "H", "H", "H", "H"],
  "positions_angstrom": [[2.038, -1.813, 0.121], [1.817, -0.140, -1.394], [-0.449, 0.807, 0.069], [1.535, -0.755, -0.216], [-1.785, 0.605, 0.619], [0.567, -0.020, 0.711], [-1.452, 0.129, -0.744], [-1.354, -0.941, -0.942], [-1.791, 0.715, -1.593], [1.173, 0.635, 1.352], [-1.883, -0.158, 1.390], [1.437, 0.765, -1.620], [-2.399, 1.484, 0.803], [2.521, -0.547, -1.992], [0.117, -0.780, 1.362]],
  "nbo_charge": [-0.612, -0.828, -0.418, 0.661, -0.250, -0.324, -0.266, 0.201, 0.204, 0.226, 0.190, 0.406, 0.205, 0.405, 0.201]
}

=====

{
  "formula": "C4H8N2O",
  "method": "the ωB97M-V functional and the def2-TZVPD basis",
  "gap_ha": 0.384,
  "smiles": "N#C[C@@H](N)CCO",
  "total_energy_ha": -341.9199,
  "relative_energy_ev": 2.2781,
  "charge": 0,
  "species": ["O", "N", "N", "C", "C", "C", "C", "H", "H", "H", "H", "H", "H", "H", "H"],
  "positions_angstrom": [[2.256, -0.008, 0.944], [-1.861, 2.305, -0.134], [-2.233, -0.591, 0.058], [-1.236, 1.361, 0.104], [-0.867, -0.049, 0.364], [0.344, -0.536, -0.487], [1.717, 0.169, -0.354], [0.530, -1.588, -0.241], [2.384, -0.301, -1.100], [3.126, 0.415, 0.968], [1.664, 1.238, -0.617], [-2.471, -1.555, -0.138], [-0.551, -0.144, 1.417], [-2.875, -0.239, 0.761], [0.072, -0.477, -1.544]],
  "nbo_charge": [-0.726, -0.322, -0.841, 0.265, -0.134, -0.415, -0.056, 0.218, 0.168, 0.474, 0.170, 0.382, 0.221, 0.373, 0.222]
}

=====

{
  "formula": "C4H8N2O",
  "method": "the ωB97M-V functional and the def2-TZVPD basis",
  "gap_ha": 0.376,
  "smiles": "O=C1NCCCN1",
  "total_energy_ha": -341.9985,
  "relative_energy_ev": 0.1393,
  "charge": 0,
  "species": ["O", "N", "N", "C", "C", "C", "C", "H", "H", "H", "H", "H", "H", "H", "H"],
  "positions_angstrom": [[2.807, -0.424, -0.048], [0.704, -1.311, -0.155], [1.027, 0.990, -0.126], [-0.386, 1.313, -0.012], [-0.716, -1.088, -0.342], [1.598, -0.261, -0.105], [-1.156, 0.103, 0.503], [1.024, -2.148, 0.304], [-2.234, 0.284, 0.432], [-1.255, -2.010, -0.109], [-0.510, 2.172, 0.657], [-0.791, 1.601, -0.994], [-0.907, -0.867, -1.403], [-0.908, -0.088, 1.554], [1.704, 1.735, -0.156]],
  "nbo_charge": [-0.656, -0.650, -0.647, -0.207, -0.218, 0.777, -0.420, 0.407, 0.218, 0.211, 0.202, 0.180, 0.186, 0.208, 0.409]
}

=====

- Which formula does entry 2 have?
  C4H8N2O